44
Properties=species:S:1:pos:R:3:forces:R:3 method="wB97M-V/def2-TZVPD" total_energy_ev=-51265.4900 charge=+2 de_lowest_kj_mol=0.0 lumo_ev=-8.7 homo_lumo_gap_ev=6.73
Cl 0.646 4.044 -2.215 -0.71 -2.84 0.39
C -1.944 0.260 -3.302 1.01 -0.59 -0.91
C -1.066 -0.857 -3.016 -0.16 0.27 -1.77
C 0.214 -0.583 -3.648 -1.44 0.10 -0.61
H -1.361 -1.786 -2.538 0.18 0.32 0.11
C 0.120 0.692 -4.325 -1.04 -0.74 -0.40
C -1.205 1.208 -4.110 0.19 -0.95 -0.22
H -1.586 2.131 -4.550 0.15 -0.21 0.38
H -2.993 0.339 -3.032 0.19 0.00 0.06
H 1.073 -1.250 -3.717 -0.21 0.17 0.24
C 1.173 1.307 -5.184 0.32 0.41 0.00
Hf -0.138 0.983 -1.982 1.48 2.81 2.19
C 2.151 1.294 -1.747 6.82 0.90 1.26
O 3.279 1.429 -1.474 -5.85 -0.65 -1.46
C -1.708 2.221 -0.814 -4.42 3.52 3.94
O -2.436 2.804 -0.118 3.60 -2.81 -3.52
H 2.176 1.110 -4.791 -0.11 0.00 -0.14
H 1.038 2.392 -5.241 0.05 -0.19 -0.03
H 1.128 0.897 -6.202 -0.08 0.03 0.28
N 0.086 -0.385 -0.370 0.40 0.19 -0.46
S -0.976 -0.662 0.891 1.90 -0.50 0.64
C -0.565 0.646 2.043 -0.82 0.41 0.51
C -1.532 0.905 3.027 0.09 -0.38 -0.56
C -1.300 1.904 3.958 -0.22 0.28 0.59
C -0.114 2.644 3.928 0.25 -0.49 -0.67
C 0.838 2.383 2.929 0.00 0.10 0.18
C 0.603 1.384 1.979 0.51 0.23 -0.43
C -0.157 -2.062 1.676 -0.45 -0.79 0.25
C 1.146 -1.986 2.177 -0.36 -0.23 0.14
C 1.645 -3.065 2.915 0.37 0.53 -0.24
C 0.873 -4.199 3.134 -0.81 -0.24 -0.24
C -0.417 -4.292 2.581 0.20 0.24 -0.12
C -0.929 -3.222 1.836 -0.09 0.13 0.09
H 0.883 -1.058 -0.368 -0.93 0.53 0.22
H -2.450 0.315 3.027 0.13 0.23 0.19
H -2.055 2.114 4.731 0.44 -0.14 -0.48
H 0.076 3.416 4.663 -0.06 -0.04 -0.05
H 1.775 2.957 2.890 -0.55 -0.29 0.00
H 1.318 1.200 1.163 -0.23 0.13 0.57
H 1.740 -1.099 2.015 0.13 0.07 0.18
H 2.656 -2.999 3.331 -0.44 -0.04 -0.19
H 1.255 -5.025 3.732 -0.04 0.26 -0.16
H -1.032 -5.186 2.732 0.31 0.38 -0.07
H -1.927 -3.262 1.387 0.31 -0.11 0.32

---

58
Properties=species:S:1:pos:R:3:forces:R:3 method="wB97M-V/def2-TZVPD" total_energy_ev=-67789.2093 charge=+1 de_lowest_kj_mol=31.7 lumo_ev=-3.7 homo_lumo_gap_ev=6.95
C 2.733 -2.452 2.935 0.01 -0.04 -0.26
C 2.869 -1.088 2.244 -0.29 -0.24 -0.07
C 2.257 -1.104 0.833 0.13 0.10 0.29
C 2.023 0.307 0.331 0.46 0.15 0.54
O 2.313 0.453 -1.104 -0.40 -0.34 0.18
P 1.173 0.427 -2.174 -0.06 0.05 -0.32
I -0.450 -1.293 -1.756 0.25 0.26 0.01
C 2.003 0.020 -3.706 -0.06 -0.48 0.28
C 2.415 -1.457 -3.772 0.14 0.09 0.21
O 3.576 -1.501 -4.566 -0.21 0.30 -0.04
C 0.364 2.046 -2.297 -0.35 -0.32 -0.35
C -1.158 1.993 -2.124 0.23 0.55 0.20
C -1.787 3.381 -2.139 -0.18 -0.10 -0.16
S -3.493 3.352 -1.496 0.24 -0.13 0.47
C -4.085 1.846 -2.250 0.40 -0.53 -0.28
S -4.058 1.718 -3.886 -0.03 -0.02 -0.19
N -4.503 0.838 -1.424 -1.10 1.10 0.17
C -5.500 -0.067 -2.044 0.24 -0.59 -0.10
C -6.202 -1.008 -1.072 -0.12 0.10 -0.16
O -6.550 -0.389 0.141 0.00 -0.18 0.20
C -5.359 0.040 0.753 -0.05 0.22 -0.34
C -4.788 1.211 -0.014 0.35 -0.49 0.19
H 2.424 -3.214 2.219 0.05 -0.10 -0.06
H 1.975 -2.429 3.712 -0.02 0.01 0.10
H 3.665 -2.773 3.384 0.03 0.00 0.16
H 2.358 -0.338 2.848 0.10 0.18 0.03
H 3.915 -0.803 2.155 0.08 0.15 0.10
H 1.334 -1.677 0.879 -0.10 -0.05 -0.25
H 2.963 -1.599 0.167 -0.09 -0.15 -0.14
H 2.729 0.972 0.820 0.10 0.13 -0.17
H 1.027 0.684 0.566 -0.16 -0.03 -0.20
H 1.353 0.304 -4.530 0.07 0.13 -0.16
H 2.934 0.588 -3.708 -0.06 0.32 -0.10
H 1.609 -2.067 -4.179 -0.09 -0.01 -0.10
H 2.625 -1.819 -2.760 0.03 -0.05 0.05
H 3.959 -2.373 -4.494 0.22 -0.36 -0.10
H 0.846 2.740 -1.613 0.13 -0.07 0.17
H 0.598 2.358 -3.318 0.11 0.20 -0.02
H -1.399 1.533 -1.167 -0.07 -0.19 0.00
H -1.588 1.420 -2.938 -0.11 -0.27 0.10
H -1.260 4.040 -1.452 -0.03 0.15 0.04
H -1.783 3.819 -3.133 0.07 0.01 -0.11
H -4.989 -0.692 -2.773 0.07 0.07 -0.13
H -6.231 0.509 -2.610 -0.02 0.28 0.10
H -5.593 -1.897 -0.879 0.12 -0.03 0.11
H -7.127 -1.337 -1.537 -0.04 -0.07 -0.07
H -4.633 -0.781 0.760 0.06 -0.09 0.19
H -5.578 0.355 1.768 -0.05 -0.05 0.12
H -5.488 2.042 0.053 -0.06 0.13 -0.11
H -3.853 1.489 0.465 0.06 0.22 -0.05
C 4.853 -1.255 6.015 0.06 -0.02 0.15
O 4.684 -2.355 5.519 -0.01 0.07 -0.05
N 6.039 -0.581 5.916 -0.08 0.04 -0.09
N 3.868 -0.611 6.714 0.00 0.05 -0.14
H 6.203 0.318 6.327 0.00 -0.01 0.05
H 6.784 -1.037 5.425 0.02 -0.04 0.02
H 2.995 -1.091 6.822 0.00 -0.05 0.04
H 3.988 0.287 7.143 0.03 -0.01 0.04

---

14
Properties=species:S:1:pos:R:3:forces:R:3 method="wB97M-V/def2-TZVPD" total_energy_ev=-9845.4810 charge=0 de_lowest_kj_mol=173.6 lumo_ev=0.6 homo_lumo_gap_ev=10.44 smiles="NC(=O)CCC=O"
N -2.248 0.133 -0.784 4.40 4.04 -3.96
C -1.455 -0.091 0.294 -0.85 -1.29 1.78
O -1.912 -0.856 1.168 1.64 1.57 -1.09
C -0.034 0.612 0.295 -2.28 1.37 -1.32
C 1.010 -0.375 -0.235 0.64 -1.76 0.92
C 2.338 -0.380 0.568 -0.89 1.68 2.03
O 3.487 -0.540 0.275 -0.68 -0.38 -0.81
H -1.914 0.735 -1.701 -1.09 -2.15 3.57
H -3.132 -0.214 -0.852 -2.67 -1.40 0.15
H 0.153 1.183 1.245 -0.05 -1.16 -0.65
H -0.206 1.458 -0.501 0.75 -1.38 1.45
H 1.146 -0.136 -1.262 0.56 -0.17 -0.95
H 0.670 -1.481 -0.179 0.23 1.72 0.03
H 2.096 -0.049 1.667 0.28 -0.68 -1.15

---

85
Properties=species:S:1:pos:R:3:forces:R:3 method="wB97M-V/def2-TZVPD" total_energy_ev=-44287.7400 charge=0 de_lowest_kj_mol=20.7 lumo_ev=0.3 homo_lumo_gap_ev=9.27 smiles="COC[C@H](C)N.COC[C@H](C)N.COC[C@H](C)N.NC(N)=O.NC(N)=O.CCO.CCO"
C -5.425 1.394 -2.267 0.90 0.34 0.54
O -4.718 2.269 -3.134 -0.20 0.00 0.64
C -4.231 3.443 -2.487 0.02 0.00 0.38
C -2.787 3.601 -2.910 0.08 1.36 -0.73
C -1.794 2.701 -2.219 0.17 -0.83 0.40
N -2.386 5.018 -2.762 -0.07 -0.07 -0.10
H -5.998 1.976 -1.540 -0.66 -0.18 -0.38
H -4.723 0.841 -1.626 0.08 -0.18 -0.24
H -5.981 0.689 -2.878 -0.29 0.15 0.13
H -4.862 4.294 -2.761 0.22 0.09 -0.42
H -4.291 3.454 -1.390 -0.05 -0.65 0.01
H -2.824 3.335 -3.974 0.25 -0.19 -0.01
H -2.291 1.768 -1.937 0.17 -0.17 -0.35
H -1.339 3.039 -1.284 -0.42 0.65 -0.03
H -0.946 2.491 -2.874 -0.11 -0.20 -0.09
H -2.923 5.590 -3.407 -0.09 -0.03 0.12
H -1.423 5.142 -3.060 0.04 -0.12 0.17
C 1.087 -4.531 -2.423 -0.83 -0.46 1.07
O 2.229 -4.297 -1.611 0.67 -0.32 -0.91
C 3.331 -3.899 -2.413 0.91 0.53 -0.49
C 4.627 -3.896 -1.605 -0.53 -0.02 1.37
C 4.506 -3.085 -0.306 -0.05 0.06 -0.90
N 5.810 -3.416 -2.341 -0.81 -0.56 -0.88
H 1.080 -5.463 -2.994 0.72 0.03 -0.14
H 0.859 -3.695 -3.085 0.04 0.14 0.04
H 0.305 -4.683 -1.678 -0.32 0.32 -0.26
H 3.541 -4.573 -3.254 -0.61 -0.19 -0.07
H 3.084 -2.916 -2.835 0.28 0.14 -0.06
H 4.728 -4.951 -1.317 0.20 -0.04 0.09
H 5.536 -2.989 0.034 -0.25 0.03 0.76
H 3.794 -3.525 0.389 0.44 -0.22 0.26
H 4.109 -2.086 -0.504 0.25 0.07 -0.22
H 5.780 -3.894 -3.243 0.18 0.33 -0.08
H 6.650 -3.799 -1.917 -0.09 0.15 0.27
C -1.420 1.119 2.417 -1.11 1.27 -1.59
O -1.521 1.917 3.572 0.21 -0.75 0.41
C -2.560 1.549 4.474 0.34 0.26 -0.43
C -2.609 2.602 5.529 0.84 2.16 0.45
C -3.661 2.374 6.598 -0.39 -0.94 -1.01
N -2.861 3.931 4.889 -0.04 -0.27 -0.17
H -1.022 0.103 2.353 0.41 0.04 1.22
H -0.869 1.752 1.720 0.32 -0.29 -0.04
H -2.417 1.050 1.958 -0.13 -0.11 0.03
H -3.540 1.607 3.979 0.08 -0.60 -0.22
H -2.298 0.573 4.888 -0.52 -0.15 0.09
H -1.594 2.756 5.925 -0.15 -0.96 0.50
H -3.672 3.111 7.395 0.36 -0.21 0.22
H -3.586 1.325 6.901 0.13 0.27 0.76
H -4.651 2.423 6.131 0.07 0.21 -0.13
H -2.188 4.017 4.130 -0.14 -0.03 -0.07
H -2.546 4.623 5.563 -0.27 0.11 -0.03
N 4.920 1.222 -0.314 -0.58 0.76 0.31
C 3.951 2.138 -0.678 0.68 -0.70 0.74
N 3.556 2.016 -1.975 -0.99 1.11 0.10
O 3.497 2.967 0.097 0.34 -0.35 -0.67
H 5.181 0.455 -0.900 0.24 -0.11 0.08
H 5.255 1.342 0.624 0.16 -0.36 -0.01
H 3.057 2.850 -2.251 -0.08 -0.44 -0.52
H 3.911 1.364 -2.641 0.27 0.05 -0.11
N 3.401 -0.759 2.072 0.63 0.00 0.35
C 2.769 -1.073 3.247 -0.66 0.95 0.45
N 1.519 -1.605 3.056 0.06 -0.37 -0.46
O 3.211 -0.753 4.345 -0.09 -0.46 -0.64
H 3.122 -1.057 1.156 -0.33 -0.09 0.00
H 4.259 -0.252 2.181 0.05 -0.10 -0.04
H 0.912 -1.829 3.818 0.27 -0.01 0.28
H 1.255 -1.917 2.136 -0.07 0.06 -0.03
C -2.875 -1.726 -1.601 1.24 -0.20 0.92
C -1.957 -2.910 -1.243 -0.88 0.37 0.29
O -2.595 -3.782 -0.298 0.02 0.02 -0.59
H -2.244 -0.941 -2.023 -0.30 -0.01 -0.54
H -3.211 -1.310 -0.649 -0.44 -0.06 -0.10
H -3.694 -2.038 -2.243 -0.08 0.25 -0.07
H -1.067 -2.557 -0.726 0.17 -0.03 -0.22
H -1.707 -3.445 -2.162 0.28 -0.12 0.07
H -3.421 -4.047 -0.718 -0.01 -0.15 0.26
C 0.730 0.337 -0.371 0.13 0.51 -1.22
C 1.319 -0.773 -1.245 -0.13 0.55 1.22
O 1.506 -1.869 -0.346 0.27 -0.28 -0.41
H -0.211 -0.086 -0.026 -0.13 0.51 0.39
H 0.585 1.233 -0.988 -0.53 -0.27 -0.13
H 1.350 0.763 0.418 0.19 -0.81 0.30
H 2.257 -0.455 -1.713 -0.01 -0.18 -0.05
H 0.570 -1.022 -2.006 0.21 -0.06 -0.14
H 1.792 -2.657 -0.844 -0.09 0.03 0.30

---

15
Properties=species:S:1:pos:R:3:forces:R:3 method="wB97M-V/def2-TZVPD" total_energy_ev=-7830.4274 charge=0 de_lowest_kj_mol=182.6 lumo_ev=0.9 homo_lumo_gap_ev=10.12 smiles="C=CC.NC=O"
C 1.937 -0.070 1.216 -0.62 0.34 -0.40
C 1.550 -1.318 0.937 0.46 -0.19 -0.40
C 0.947 -1.836 -0.348 1.05 0.23 0.38
H 1.867 0.353 2.211 1.11 -0.45 0.32
H 2.145 0.669 0.438 -0.72 -0.13 -0.03
H 1.785 -2.131 1.620 -0.92 0.34 0.81
H -0.145 -1.817 -0.253 0.17 -0.05 -0.07
H 1.243 -1.218 -1.200 -0.18 -0.21 -0.07
H 1.286 -2.872 -0.439 -0.25 0.10 -0.51
N -2.126 1.458 0.225 0.51 -0.17 -0.04
C -1.019 1.058 -0.463 -0.47 -0.03 -0.24
O -1.071 0.751 -1.633 0.20 -0.13 -0.13
H -3.011 1.265 -0.216 -0.08 0.19 0.11
H -2.071 1.638 1.209 -0.13 -0.06 0.13
H -0.082 1.012 0.109 -0.13 0.22 0.15

---

77
Properties=species:S:1:pos:R:3:forces:R:3 method="wB97M-V/def2-TZVPD" total_energy_ev=-57903.5206 spin_multiplicity=3 charge=-1 lumo_ev="1.9 / 1.0" homo_lumo_gap_ev="5.96 / 5.07"
O 6.607 1.736 -3.829 -0.70 -3.82 -4.01
S 6.721 0.932 -5.183 4.49 6.97 1.83
O 8.032 1.489 -5.864 -4.10 -2.80 1.24
C 5.283 1.341 -6.312 -0.83 -0.21 -1.28
C 4.036 0.278 -6.259 -1.34 0.58 -0.74
C 3.403 -0.189 -4.821 -0.55 0.50 -0.12
O 2.230 0.681 -4.481 3.29 -1.85 -1.74
P 1.775 1.696 -5.861 -1.35 2.11 -0.01
O 2.904 0.894 -6.967 2.23 -1.64 1.29
H 6.944 -0.443 -4.989 -0.75 0.90 -0.19
H 4.959 2.461 -6.087 0.78 -2.58 0.01
H 5.707 1.298 -7.426 -0.65 0.07 2.58
H 4.364 -0.642 -6.905 -0.47 1.46 1.39
H 3.055 -1.307 -5.050 0.67 2.25 0.93
H 4.163 -0.087 -3.930 -1.32 -0.54 -1.68
H 0.968 2.502 -4.939 -0.19 -0.50 -0.30
H 0.642 0.799 -6.130 0.70 -0.16 -0.04
H 1.405 2.518 -7.015 -0.17 -0.18 0.25
H 2.784 2.733 -5.607 0.55 -0.63 0.22
C -0.291 0.333 0.134 -0.26 0.05 0.21
C -0.103 1.422 -0.957 1.32 -1.67 0.60
C 0.712 2.600 -0.363 -0.28 0.19 -0.10
C -0.089 3.411 0.652 0.08 -0.02 0.02
C -1.405 3.893 0.055 0.28 0.00 -0.24
C -2.245 2.787 -0.642 -1.66 0.24 0.89
N -1.431 1.865 -1.502 1.63 3.48 -3.11
O -1.186 2.529 -2.719 -0.95 -2.03 3.00
C -3.015 1.946 0.410 0.08 -0.09 0.26
C -3.395 3.510 -1.426 0.62 -0.20 -0.53
C 0.771 0.692 -2.031 -0.63 1.03 -0.36
H 0.652 -0.194 0.332 -0.11 0.23 -0.30
H -0.597 0.728 1.102 -0.16 0.01 0.01
H -1.021 -0.423 -0.179 0.08 0.18 0.04
H 1.047 3.270 -1.165 -0.16 -0.21 -0.06
H 1.624 2.225 0.121 -0.21 -0.19 -0.20
H -0.276 2.827 1.558 0.00 -0.07 -0.01
H 0.504 4.278 0.969 -0.11 -0.09 0.00
H -1.996 4.373 0.845 -0.17 -0.17 -0.19
H -1.171 4.685 -0.669 -0.12 -0.23 -0.10
H -3.543 1.110 -0.065 0.19 0.12 -0.01
H -3.771 2.552 0.924 0.17 0.07 -0.25
H -2.385 1.545 1.201 0.09 -0.09 -0.10
H -3.017 4.259 -2.130 0.07 -0.35 0.05
H -4.062 4.047 -0.740 0.29 -0.26 0.17
H -4.010 2.792 -1.984 0.22 0.08 0.08
H 0.240 -0.170 -2.449 0.00 0.18 0.02
H 1.707 0.326 -1.594 -0.26 0.15 0.22
H 1.064 1.349 -2.862 -0.36 -0.28 0.41
C -0.795 -4.764 4.893 -0.19 0.00 0.21
C -0.606 -3.675 3.802 1.22 -1.48 0.56
C 0.208 -2.498 4.396 -0.24 0.19 -0.08
C -0.593 -1.687 5.411 0.05 -0.02 0.04
C -1.909 -1.205 4.814 0.31 0.00 -0.26
C -2.748 -2.310 4.117 -1.79 0.30 0.98
N -1.934 -3.233 3.256 1.71 3.49 -3.19
O -1.690 -2.569 2.040 -0.86 -2.09 2.96
C -3.518 -3.152 5.169 0.10 -0.11 0.25
C -3.899 -1.588 3.333 0.63 -0.20 -0.55
C 0.267 -4.405 2.727 -0.43 0.71 -0.46
H 0.148 -5.291 5.091 -0.11 0.23 -0.28
H -1.101 -4.370 5.861 -0.12 0.03 -0.09
H -1.525 -5.520 4.580 0.07 0.19 0.01
H 0.543 -1.827 3.594 -0.17 -0.18 -0.06
H 1.120 -2.872 4.879 -0.20 -0.19 -0.19
H -0.780 -2.271 6.317 0.02 -0.06 -0.03
H 0.000 -0.819 5.728 -0.11 -0.13 -0.02
H -2.500 -0.724 5.603 -0.15 -0.20 -0.22
H -1.675 -0.412 4.090 -0.12 -0.22 -0.09
H -4.046 -3.987 4.694 0.17 0.13 -0.01
H -4.275 -2.545 5.683 0.20 0.05 -0.27
H -2.888 -3.552 5.960 0.07 -0.06 -0.09
H -3.521 -0.838 2.629 0.06 -0.33 0.05
H -4.565 -1.050 4.018 0.31 -0.27 0.15
H -4.513 -2.305 2.775 0.22 0.09 0.09
H -0.264 -5.267 2.310 -0.01 0.15 0.06
H 1.203 -4.771 3.164 -0.31 0.13 0.25
H 0.560 -3.749 1.897 -0.32 -0.10 0.23